Computed, not measured: a molecular structure, C73H63Cl3GaN4O5S5, with ωB97M-V/def2-TZVPD.

Calculated values
Energy above the lowest of the compared OMol25 structures with the same formula, charge and spin: 0.0000 eV
E_tot: -8710.3878 Eh
Orbital gap: 7.316 eV
Highest occupied orbital energy: -13.885 eV

```
! RIJCOSX wB97M-V def2-TZVPD def2/J DEFGRID3
* xyz 3 1
Ga -0.772 0.818 -0.917
C 2.732 -5.846 -1.999
C 1.706 -5.104 -1.196
C 1.464 -5.417 0.136
C 0.464 -4.787 0.863
C -0.327 -3.817 0.258
C -0.055 -3.457 -1.056
C 0.939 -4.097 -1.776
S -1.722 -2.909 1.020
O -2.988 -3.471 0.495
C -1.462 -3.546 2.658
C -1.853 -4.891 2.849
C -1.579 -5.520 4.023
C -0.820 -4.861 5.020
C -0.420 -5.535 6.199
C 0.341 -4.905 7.139
C 0.751 -3.571 6.935
C 0.352 -2.885 5.824
C -0.463 -3.502 4.842
C -0.901 -2.799 3.669
C -0.890 -1.297 3.696
C -1.644 -0.681 4.773
C -2.427 -1.430 5.691
C -3.022 -0.833 6.767
C -2.901 0.552 6.982
C -2.243 1.320 6.066
C -1.628 0.729 4.940
C -1.017 1.535 3.955
C -0.400 0.968 2.892
C -0.297 -0.439 2.785
S 0.747 -1.027 1.466
O 0.358 -0.103 0.266
C 2.332 -0.414 1.991
C 2.725 0.916 1.943
C 3.968 1.267 2.439
C 4.838 0.313 2.971
C 6.178 0.711 3.516
C 4.429 -1.019 2.984
C 3.186 -1.387 2.499
H 3.469 -6.326 -1.359
H 3.248 -5.187 -2.695
H 2.246 -6.628 -2.587
H 2.058 -6.181 0.624
H 0.318 -5.077 1.892
H -0.645 -2.669 -1.502
H 1.125 -3.830 -2.810
H -2.386 -5.383 2.045
H -1.905 -6.539 4.191
H -0.725 -6.565 6.334
H 0.645 -5.429 8.035
H 1.385 -3.091 7.669
H 0.667 -1.858 5.681
H -2.564 -2.489 5.543
H -3.595 -1.434 7.460
H -3.347 1.003 7.858
H -2.184 2.394 6.187
H -1.053 2.613 4.059
H 0.037 1.589 2.124
H 2.074 1.677 1.535
H 4.268 2.308 2.433
H 6.397 1.757 3.311
H 6.972 0.097 3.091
H 6.206 0.566 4.597
H 5.091 -1.777 3.383
H 2.873 -2.425 2.534
O -2.033 1.747 0.167
S -2.560 2.678 1.276
C -3.951 1.765 2.006
C -4.980 1.284 0.994
C -4.524 0.028 0.219
C -4.579 0.286 -1.283
S -3.366 -0.672 -2.227
O -2.097 -0.566 -1.312
C -3.946 -2.343 -2.108
C -5.198 -2.678 -1.606
C -5.577 -4.010 -1.583
C -4.727 -4.990 -2.076
C -3.507 -4.637 -2.635
C -3.119 -3.311 -2.664
C -3.427 3.983 0.421
C -3.878 5.054 1.184
C -4.483 6.125 0.544
C -4.623 6.125 -0.838
C -4.176 5.045 -1.587
C -3.572 3.967 -0.956
H -4.374 2.477 2.721
H -3.503 0.943 2.570
H -5.202 2.102 0.307
H -5.908 1.071 1.524
H -5.120 -0.834 0.508
H -3.496 -0.221 0.475
H -4.277 1.311 -1.490
H -5.554 0.129 -1.746
H -5.895 -1.936 -1.247
H -6.544 -4.277 -1.179
H -5.022 -6.029 -2.035
H -2.859 -5.396 -3.050
H -2.169 -3.038 -3.107
H -3.767 5.057 2.263
H -4.840 6.963 1.126
H -5.082 6.970 -1.332
H -4.297 5.036 -2.662
H -3.210 3.128 -1.532
N -0.545 0.229 -5.043
C -0.401 -0.106 -3.759
N -0.585 0.925 -2.955
C -0.864 2.023 -3.783
C -1.118 3.364 -3.495
C -1.382 4.203 -4.557
C -1.395 3.736 -5.880
C -1.127 2.419 -6.180
C -0.857 1.578 -5.107
H -0.458 -0.397 -5.829
H -0.150 -1.100 -3.429
H -1.101 3.738 -2.483
H -1.583 5.250 -4.371
H -1.611 4.428 -6.682
H -1.118 2.065 -7.203
Cl 1.488 4.615 -7.629
C 2.328 4.139 -6.199
C 2.330 2.811 -5.804
C 2.999 2.446 -4.648
C 3.691 3.379 -3.883
C 4.461 2.939 -2.653
C 3.944 3.565 -1.350
N 2.522 3.324 -1.090
C 1.689 4.249 -0.512
C 0.480 3.651 -0.370
N 0.566 2.366 -0.854
C 1.819 2.200 -1.279
O 4.432 1.535 -2.575
C 5.569 0.970 -1.913
C 5.756 -0.450 -2.333
C 6.085 -0.823 -3.604
Cl 6.240 0.216 -4.955
S 6.373 -2.508 -3.745
C 6.045 -2.738 -2.080
C 5.728 -1.573 -1.457
C 3.719 4.698 -4.338
Cl 4.678 5.907 -3.544
C 3.030 5.087 -5.476
H 1.855 2.067 -6.428
H 3.040 1.409 -4.343
H 5.495 3.292 -2.760
H 4.089 4.639 -1.391
H 4.519 3.159 -0.517
H 2.015 5.244 -0.267
H -0.427 4.051 0.051
H 2.227 1.299 -1.706
H 5.439 1.015 -0.827
H 6.461 1.545 -2.185
H 6.124 -3.724 -1.652
H 5.493 -1.496 -0.404
H 3.079 6.112 -5.816
*
```

=====

Computed, not measured: a single C5H8N2 molecule in a non-equilibrium geometry, with ωB97M-V/def2-TZVPD.

Calculated values
Energy above the lowest of the compared OMol25 structures with the same formula, charge and spin: 4.4264 eV
E_tot: -304.6728 Eh
Orbital gap: 8.941 eV
Highest occupied orbital energy: -8.835 eV

```
! RIJCOSX wB97M-V def2-TZVPD def2/J DEFGRID3
* xyz 0 1
C 0.208 -1.154 0.718
C 0.114 -0.044 -0.309
C 0.759 -0.292 -1.659
N -1.229 0.549 -0.473
C -0.517 1.650 0.137
C -0.704 1.702 1.584
N -0.863 1.875 2.723
H 1.250 -1.437 0.893
H -0.325 -2.037 0.344
H -0.234 -0.857 1.674
H 0.189 -1.070 -2.179
H 0.719 0.620 -2.260
H 1.799 -0.617 -1.553
H -1.851 0.089 0.195
H 0.731 0.895 0.089
*
```

=====

Computed, not measured: 3 unconnected molecules or ions with the total composition C15H33BINO5S in a non-equilibrium geometry, with ωB97M-V/def2-TZVPD.

Calculated values
E_tot: -1742.9763 Eh
SMILES string: CC[C@@H](I)[C@H]1C(=O)N[C@@H](S)[C@@H]1B(O)O.CCOCC.CCOCC
Orbital gap: 9.235 eV
Highest occupied orbital energy: -9.229 eV

```
! RIJCOSX wB97M-V def2-TZVPD def2/J DEFGRID3
* xyz 0 1
C 7.109 -3.644 -0.262
C 7.255 -2.232 -1.026
C 5.858 -1.718 -1.672
I 5.576 -2.808 -3.534
C 4.626 -1.777 -0.655
C 4.854 -0.394 0.192
O 5.907 0.022 0.713
N 3.560 0.365 0.202
C 2.546 -0.772 0.128
S 0.926 0.111 -0.013
C 3.125 -1.550 -1.184
B 2.180 -2.840 -1.507
O 2.486 -3.839 -2.520
O 0.909 -3.055 -0.818
H 8.150 -4.110 -0.122
H 6.439 -4.317 -0.899
H 6.576 -3.486 0.733
H 7.952 -2.426 -1.922
H 7.732 -1.441 -0.360
H 6.050 -0.616 -1.945
H 4.537 -2.666 0.065
H 3.554 0.772 -0.756
H 2.795 -1.313 1.115
H 0.368 0.320 1.255
H 3.085 -0.932 -2.151
H 2.615 -4.706 -2.083
H 1.117 -3.301 0.110
C -5.435 -0.410 1.671
C -4.001 0.088 1.694
O -3.228 -0.454 2.758
C -3.069 -1.865 2.767
C -2.366 -2.403 1.533
H -5.918 -0.239 2.638
H -6.005 0.108 0.896
H -5.487 -1.481 1.465
H -4.009 1.171 1.841
H -3.505 -0.091 0.735
H -4.036 -2.356 2.915
H -2.464 -2.100 3.646
H -2.961 -2.248 0.630
H -2.183 -3.475 1.634
H -1.409 -1.894 1.383
C -2.599 4.435 -1.690
C -3.927 3.723 -1.502
O -4.280 3.529 -0.139
C -4.441 4.702 0.647
C -5.541 5.622 0.146
H -1.805 3.917 -1.146
H -2.334 4.472 -2.749
H -2.635 5.461 -1.317
H -3.858 2.727 -1.945
H -4.732 4.243 -2.031
H -3.489 5.236 0.732
H -4.698 4.364 1.654
H -5.302 6.039 -0.835
H -5.685 6.455 0.838
H -6.483 5.076 0.048
*
```

=====

Computed, not measured: 2 unconnected molecules or ions with the total composition C7H14N2 in a non-equilibrium geometry, with ωB97M-V/def2-TZVPD.

Calculated values
Energy above the lowest of the compared OMol25 structures with the same formula, charge and spin: 4.9309 eV
E_tot: -383.7776 Eh
Orbital gap (spin up / spin down): 7.178 / 8.569 eV
Highest occupied orbital energy (spin up / spin down): -17.678 / -17.782 eV

```
! RIJCOSX wB97M-V def2-TZVPD def2/J DEFGRID3
* xyz 2 1
C -1.573 1.653 0.250
C -1.251 -1.345 1.604
C -0.642 -0.113 1.571
C 1.316 0.814 -1.042
C -0.869 -2.288 2.676
C 2.255 1.732 -0.625
C -0.095 -0.440 -2.573
N 1.071 0.233 -2.117
N -0.792 0.719 0.510
H -1.454 2.270 -0.618
H -2.475 1.599 0.806
H -1.941 -1.653 0.701
H 0.227 0.074 2.302
H -0.846 -1.742 3.629
H -1.395 -3.216 2.905
H 0.180 -2.439 2.316
H 2.002 2.793 -0.846
H 2.455 1.923 0.420
H 3.233 1.462 -1.063
H -0.314 -0.303 -3.559
H -1.038 -0.311 -1.983
H 0.039 -1.469 -2.574
H 1.907 0.047 -2.688
*
```

=====

For reference, molecular weight by record: 1412.747, 96.133, 477.214, 126.203 g mol⁻¹.